a) Below is a 2-piece molecular cluster, C3H3BrO overall, with properties calculated with the ωB97M-V functional and the def2-TZVPD basis.

Each line ends with the Löwdin charge.
Geometry (Å):
C 1.44116 0.28300 -0.40267  0.077
C 0.21366 -0.18179 -0.03371  -0.175
C -0.31557 -1.27551 0.49851  -0.208
O -1.12809 -1.89218 1.01781  0.219
H 1.29491 1.25927 -0.89507  0.083
H 2.19833 -0.50317 -0.43454  0.079
Br -2.52308 1.51116 0.26845  0.193
H -1.18132 0.79922 -0.01878  -0.269

The SMILES is C=C=C=O.Br. The value obtained for the orbital gap is 8.271 eV.

b) Below is C3H3BrO as an isolated structure, with properties calculated with the ωB97M-V functional and the def2-TZVPD basis.

Each line ends with the Löwdin charge.
Geometry (Å):
C -1.14732 -1.72927 -0.26348  -0.024
C -0.40754 -0.88575 0.14439  -0.077
C 1.01706 0.51742 0.39739  -0.705
O 0.69485 1.61319 -0.28501  -0.059
Br 2.63308 -0.39415 -0.16990  0.676
H -1.87541 -2.46452 -0.46892  0.000
H 1.00254 0.66030 1.47260  0.073
H 0.75255 1.47413 -1.24302  0.116

The value obtained for the orbital gap is 10.476 eV.

c) Below is C3H3BrO as an isolated structure, with properties calculated with the ωB97M-V functional and the def2-TZVPD basis.

Each line ends with the Löwdin charge.
Geometry (Å):
C 0.73783 -1.70729 -0.35286  0.225
C 0.50303 -0.42214 -0.28965  -0.484
C -1.06317 0.67592 -0.71466  -0.499
O 1.71737 -0.04876 -0.09882  -0.004
Br -2.44331 -0.31482 0.03755  0.663
H 1.22508 -2.60823 0.01785  0.076
H -0.97316 0.38296 -1.71288  0.009
H -0.81456 1.48757 -0.11651  0.013

The value obtained for the orbital gap is 8.509 eV.

The winner here is a), beating the second structure by 116.0 kJ/mol.